(1)
A structure of composition C38H34N10O2SV at a distorted geometry, computed with the ωB97M-V functional and the def2-TZVPD basis.

XYZ file:
```
86
Properties=species:S:1:pos:R:3:forces:R:3
V -0.3292 1.0850 -0.6372 -1.827 1.534 0.181
O -1.0003 -0.4189 -0.9779 -2.289 -5.679 -0.072
C -1.4290 -1.1047 -1.9754 -0.706 -0.706 -1.568
C -0.6734 -2.1768 -2.4879 0.108 0.186 0.204
C -1.0379 -2.8106 -3.6529 -0.161 0.052 0.036
C -2.2048 -2.4364 -4.3137 -0.101 -0.101 -0.221
C -3.0056 -1.4443 -3.7866 0.038 0.012 0.112
C -2.6418 -0.7560 -2.6292 0.672 -0.472 0.165
C -3.4738 0.2931 -2.0803 -0.452 0.223 -0.004
N -3.0405 1.1806 -1.2845 0.404 -0.022 -0.100
C -3.9164 2.1883 -0.7668 -0.427 0.315 0.222
C -3.5555 2.4911 0.6932 -0.478 0.049 -0.113
N -2.1562 2.7595 0.7636 0.253 -0.214 0.069
C -1.6875 3.6044 1.5820 -0.501 0.034 0.095
C -0.2742 3.8888 1.6778 0.732 -0.106 -0.367
C 0.2411 4.6185 2.7488 -0.032 -0.037 -0.188
C 1.5855 4.9049 2.8403 0.036 0.144 0.124
C 2.4469 4.4955 1.8263 -0.097 -0.003 0.080
C 1.9745 3.7748 0.7539 -0.181 -0.193 -0.194
C 0.6113 3.4215 0.6637 0.351 0.894 1.288
O 0.1901 2.6801 -0.3018 1.567 5.212 0.043
H 0.2311 -2.4543 -1.9636 0.073 0.023 0.057
H -0.4136 -3.5983 -4.0560 -0.014 -0.008 0.008
H -2.4812 -2.9242 -5.2359 -0.063 -0.045 -0.065
H -3.9179 -1.1644 -4.2946 -0.148 0.018 -0.040
H -4.5290 0.2781 -2.4015 0.067 0.071 0.074
H -4.9813 1.9118 -0.8297 0.126 0.035 -0.088
H -3.7594 3.1072 -1.3487 -0.059 -0.054 0.067
H -3.7696 1.5979 1.2958 -0.059 0.056 -0.061
H -4.1701 3.3311 1.0620 0.041 -0.200 0.008
H -2.3489 4.1559 2.2723 0.045 -0.001 -0.075
H -0.4379 4.9519 3.5192 -0.116 0.080 0.137
H 1.9645 5.4592 3.6834 0.052 0.072 0.109
H 3.4968 4.7418 1.8855 0.110 0.012 -0.005
H 2.6419 3.4453 -0.0354 -0.063 -0.014 0.013
C -0.5738 1.9944 -4.8526 0.252 -0.032 -0.095
C -0.8643 1.9783 -3.5070 -0.126 0.211 -0.184
N -0.0547 1.4083 -2.6162 0.876 -0.218 -1.645
C 1.1077 0.8601 -3.0961 -0.654 0.499 -0.201
C 1.3687 0.9032 -4.4733 0.183 -0.075 0.126
N 0.5554 1.4506 -5.3434 -0.324 0.097 0.007
C 1.9702 0.3392 -2.0744 0.981 -0.427 -0.224
C 3.2322 -0.2249 -2.2401 -0.529 0.209 0.151
C 3.9622 -0.6430 -1.1199 -0.210 0.129 -0.052
C 3.4115 -0.4285 0.1535 -0.821 0.349 0.169
C 2.1426 0.1177 0.2632 1.171 -0.368 -0.237
N 1.4327 0.4638 -0.8348 1.727 -0.606 -0.178
C 1.3975 0.3267 1.4714 -0.926 0.047 0.449
C 1.9008 0.2986 2.7754 0.156 -0.054 -0.107
N 1.1464 0.4628 3.8385 -0.480 -0.076 0.016
C -0.1755 0.5995 3.6116 0.439 0.015 0.197
C -0.7044 0.6460 2.3407 -0.250 0.068 0.157
N 0.0665 0.5742 1.2548 1.280 -0.555 1.888
C 5.2538 -1.3096 -1.2530 0.421 -0.199 -0.057
C 6.1580 -0.9728 -2.2639 -0.167 -0.109 0.189
C 7.3597 -1.6516 -2.3403 -0.020 0.148 -0.195
N 7.7170 -2.6167 -1.5078 0.406 -0.202 -0.037
C 6.8659 -2.9364 -0.5456 -0.077 -0.045 0.174
C 5.6399 -2.3241 -0.3693 -0.047 0.191 -0.196
H -1.2283 2.4570 -5.5754 -0.154 0.063 0.050
H -1.7550 2.4468 -3.1111 -0.054 -0.068 -0.040
H 2.2806 0.4892 -4.8821 0.118 -0.107 0.107
H 3.6305 -0.3704 -3.2323 0.038 -0.013 -0.083
H 3.9599 -0.6815 1.0468 0.092 -0.068 0.051
H 2.9572 0.1568 2.9604 0.111 0.003 -0.121
H -0.7982 0.6908 4.4904 -0.153 0.019 -0.040
H -1.7701 0.7214 2.1733 0.139 0.100 0.057
H 5.9328 -0.1793 -2.9606 0.013 0.063 -0.069
H 8.0825 -1.4108 -3.1083 0.013 0.097 -0.111
H 7.1907 -3.7289 0.1157 -0.068 -0.076 0.109
H 4.9813 -2.6525 0.4209 -0.058 -0.021 0.052
C -4.9299 -3.7667 2.5471 -0.143 -0.067 -0.169
N -3.6414 -3.4827 3.1005 0.443 -0.025 0.192
C -3.2142 -4.0254 4.3721 -0.033 -0.088 0.242
C -1.8091 -3.4257 4.5426 0.191 -0.233 0.185
N -1.8376 -2.3287 3.5982 -0.123 -0.086 0.160
C -2.8536 -2.4581 2.7099 -0.085 -0.012 0.002
S -3.0985 -1.5259 1.3764 -0.059 0.466 -0.580
H -5.0418 -4.8419 2.4063 -0.048 -0.038 0.010
H -4.9880 -3.2664 1.5806 -0.104 -0.058 0.099
H -5.7303 -3.4050 3.2008 -0.015 0.007 -0.030
H -3.2092 -5.1184 4.3426 0.022 0.093 0.079
H -3.8933 -3.7020 5.1722 0.041 -0.041 -0.024
H -1.0299 -4.1542 4.2816 -0.113 0.077 0.050
H -1.6237 -3.0636 5.5565 -0.042 -0.130 -0.072
H -1.0281 -1.7669 3.3948 -0.126 -0.022 -0.155
```
Forces are in eV/Å.

Values from the calculation:
Total charge = 0
Spin multiplicity = 4
Relative energy (zero: lowest compared OMol25 entry of this formula, charge and spin) = 249.3 kJ/mol
HOMO energy (alpha / beta) = -0.1960 / -0.2839 Ha
Gap between HOMO and LUMO (alpha / beta) = 4.7 / 7.2 eV

***

(2)
A structure of composition C38H35AgN3O4P, computed with the ωB97M-V functional and the def2-TZVPD basis.

XYZ file:
```
82
Properties=species:S:1:pos:R:3:forces:R:3
Ag 1.5687 0.0666 -0.3010 0.310 0.312 -0.192
O -2.3825 -3.6910 -2.0975 -0.080 0.092 0.111
C -2.6313 -2.7904 -2.9771 -0.012 0.003 -0.149
C -3.9229 -2.6714 -3.5736 0.005 0.017 0.016
C -4.2041 -1.7179 -4.5260 0.019 -0.004 0.009
C -3.2215 -0.8209 -4.9596 -0.009 0.013 -0.021
C -1.9556 -0.9092 -4.4010 -0.027 0.015 0.040
C -1.6427 -1.8503 -3.4268 -0.114 -0.028 -0.013
C -0.2973 -1.8702 -2.8067 0.212 0.066 0.040
O -0.0717 -2.8106 -1.9066 0.107 0.157 0.063
N 0.5793 -0.9882 -3.1424 -0.048 0.076 -0.118
N 1.7471 -0.9871 -2.3664 -0.165 -0.197 0.304
C 2.7709 -1.5157 -2.9106 0.053 0.115 -0.055
C 4.1310 -1.5771 -2.3878 -0.028 -0.069 0.028
C 5.1420 -1.7577 -3.3353 0.003 -0.019 0.011
C 6.4831 -1.8357 -3.0059 0.008 -0.003 -0.028
C 6.8247 -1.7518 -1.6478 -0.031 0.003 0.012
C 5.8625 -1.6102 -0.6801 0.035 -0.005 0.002
C 4.4547 -1.5251 -0.9779 -0.039 0.025 -0.010
O 3.5999 -1.4317 -0.0581 0.025 -0.066 0.037
H -0.9737 -3.2715 -1.7726 -0.031 -0.309 -0.034
H -4.6826 -3.3681 -3.2369 0.001 0.000 0.002
H -5.2040 -1.6653 -4.9479 -0.002 0.000 0.000
H -3.4420 -0.0773 -5.7165 -0.001 -0.003 0.001
H -1.1691 -0.2270 -4.7030 0.004 -0.006 0.002
H 2.6320 -1.9446 -3.9098 0.004 0.072 -0.027
H 4.8462 -1.8307 -4.3796 0.002 0.002 -0.001
H 7.2405 -1.9615 -3.7699 -0.002 -0.001 0.001
H 7.8698 -1.8058 -1.3535 0.001 -0.002 0.000
H 6.1300 -1.5542 0.3695 -0.003 0.001 0.000
C -1.5582 1.9493 6.7853 -0.001 0.000 0.004
C -1.6085 2.9511 5.8248 -0.005 0.015 -0.004
C -1.2131 2.6836 4.5222 -0.011 -0.028 0.006
C -0.7396 1.4235 4.1511 0.002 -0.023 0.063
C -0.6920 0.4294 5.1279 0.008 0.022 0.001
C -1.1023 0.6874 6.4299 0.009 -0.004 -0.001
P -0.2254 1.1942 2.3916 -0.042 -0.026 -0.008
C -0.1078 -0.6374 2.3106 0.046 -0.023 0.012
C -1.3051 -1.3412 2.1806 0.040 -0.009 0.072
C -1.3091 -2.7084 1.9631 -0.002 0.013 0.028
C -0.1057 -3.3922 1.8414 -0.007 0.001 -0.015
C 1.0917 -2.7059 1.9646 0.003 -0.021 -0.010
C 1.0936 -1.3381 2.2135 -0.104 -0.007 0.060
C 1.5185 1.7398 2.4306 -0.038 -0.090 -0.099
C 2.1180 2.3372 3.5388 -0.013 0.062 -0.014
C 3.4405 2.7541 3.4656 -0.022 0.014 0.038
C 4.1492 2.5441 2.2910 0.025 0.004 -0.051
C 3.5399 1.9246 1.2040 -0.029 0.023 0.004
C 2.1980 1.5088 1.2155 -0.011 -0.103 -0.015
H -1.8751 2.1507 7.8021 0.000 -0.002 0.000
H -1.9650 3.9401 6.0898 0.001 0.001 -0.003
H -1.2668 3.4633 3.7694 -0.004 0.007 0.003
H -0.3289 -0.5556 4.8604 -0.006 0.003 0.006
H -1.0589 -0.1015 7.1722 0.000 0.000 -0.003
H -2.2444 -0.7983 2.2008 -0.012 0.009 -0.008
H -2.2475 -3.2307 1.8221 -0.005 -0.004 -0.002
H -0.1066 -4.4489 1.6020 0.005 0.002 0.006
H 2.0377 -3.2089 1.8119 0.008 -0.003 0.006
H 2.0391 -0.8178 2.2725 0.039 0.010 0.028
H 1.5627 2.4824 4.4596 0.014 -0.017 0.004
H 3.9144 3.2235 4.3218 -0.007 -0.003 0.000
H 5.1899 2.8494 2.2269 -0.002 -0.002 -0.005
H 4.1406 1.7392 0.3190 0.004 0.000 0.004
O -1.0443 -0.2925 -0.4951 -0.191 -0.187 -0.139
C -1.7898 0.3928 -1.1727 0.097 0.159 0.006
C -3.2974 0.2434 -1.1334 0.013 0.017 0.015
C -4.0330 1.4674 -0.5422 0.006 0.022 -0.008
C -3.2472 2.7795 -0.5852 0.003 0.005 -0.007
C -2.8756 3.2614 -1.9875 -0.007 -0.002 -0.004
C -2.1569 2.1879 -2.8223 -0.018 0.023 0.024
N -1.3063 1.3502 -2.0100 -0.027 -0.093 -0.076
H -3.4963 -0.6524 -0.5489 -0.005 -0.010 0.000
H -3.6352 0.0382 -2.1527 0.002 -0.008 -0.007
H -4.2695 1.2622 0.5043 0.006 -0.006 0.006
H -4.9903 1.5941 -1.0589 -0.005 -0.007 0.004
H -2.3329 2.6558 0.0011 -0.003 0.004 0.005
H -3.8289 3.5602 -0.0852 -0.004 -0.005 0.000
H -2.2335 4.1415 -1.8885 0.004 -0.005 0.000
H -3.7746 3.5792 -2.5279 0.003 0.004 -0.005
H -1.5325 2.6604 -3.5810 0.002 -0.011 -0.005
H -2.8873 1.5772 -3.3613 0.006 -0.006 0.007
H -0.3238 1.2541 -2.2266 0.033 0.031 0.048
```
Forces are in eV/Å.

Values from the calculation:
Total charge = -2
Relative energy (zero: lowest compared OMol25 entry of this formula, charge and spin) = 99.7 kJ/mol
HOMO energy = -0.0532 Ha
Gap between HOMO and LUMO = 5.8 eV